14
Properties=species:S:1:pos:R:3 method="wB97M-V/def2-TZVPD" total_charge=0 total_energy_ha=-415.897993 de_lowest_kcal_mol=89.5 homo_lumo_gap_ev=10.278 lumo_energy_ev=0.656
H 2.55746 0.73741 -0.75520
N 2.36239 -0.24473 -0.37223
C 1.08203 -0.23754 -0.28042
N 0.58413 -1.19431 0.38418
O -0.90347 -1.19344 0.52469
C -1.18246 -0.08600 -0.17130
O -2.35998 0.17755 -0.46651
C 0.02149 0.70417 -0.52367
C 0.26509 1.75696 0.71221
H 0.87887 -2.17906 0.12441
H 0.00794 1.20424 -1.45857
H 0.22324 0.93762 1.60051
H -0.63153 2.39671 0.73099
H 1.32908 2.27780 0.78785